No. 1
2 unconnected molecules or ions with the total composition C7H7O2. Source: the Open Molecules 2025 dataset; level of theory: ωB97M-V with the def2-TZVPD basis set.

```
16
Properties=species:S:1:pos:R:3:lowdin_spin:R:1
O -1.1699 -0.6761 -3.7299 0.97
O 1.8730 -1.8648 -1.4876 0.00
C 0.4884 -0.3767 -0.1106 0.00
C -0.6771 0.3989 -0.1590 0.00
C 1.2404 -0.4263 1.0618 0.00
C -0.3389 1.0770 2.1409 0.00
C -1.0845 1.1197 0.9623 0.00
C 0.9004 -1.1500 -1.3568 0.00
C 0.8178 0.3026 2.1772 0.00
H -1.2045 0.3821 -1.1114 0.00
H 0.1721 -1.0013 -2.2372 0.00
H -0.6555 1.6414 3.0232 0.00
H -1.9873 1.7162 0.9141 0.00
H 1.4217 0.2453 3.0743 0.00
H -1.9440 -0.3609 -4.2683 0.02
H 2.1479 -1.0272 1.1069 0.00
```

Its total energy is -11464.4218 eV. Its orbital gap (alpha / beta) is 9.976 / 7.056 eV. As for the spin multiplicity: 2. Its expectation value of S² is 0.753.


No. 2
A molecular structure, C39H40CoIN6OPS2. Source: the Open Molecules 2025 dataset; level of theory: ωB97M-V with the def2-TZVPD basis set.

```
91
Properties=species:S:1:pos:R:3:lowdin_spin:R:1
I 1.9197 0.9030 -3.7230 0.00
Co 1.0888 -0.7151 -0.4434 0.00
S 0.6058 -1.1393 3.8774 0.44
S 0.6232 1.2153 5.2235 0.49
P 0.2224 1.5212 -0.5456 0.00
O 2.8653 -0.1780 4.7867 0.00
N 0.1819 -1.9673 -1.9791 0.00
N -0.9181 -1.7326 0.7468 0.00
N -3.2283 -3.1945 1.6874 0.00
N 1.2270 -3.9324 -1.1904 0.00
N 3.9392 -0.0056 -0.9226 0.00
N 1.9946 -2.2862 0.3513 0.00
C -1.1386 -3.4771 -3.9143 0.00
C 3.6341 -4.2228 1.5071 0.00
C 2.5413 2.9859 -0.3194 0.00
C 3.2207 4.4127 1.4911 0.00
C -1.9192 -3.2482 2.4351 0.00
C -3.6984 1.6717 0.7743 0.00
C -1.3658 -2.1054 -3.8142 0.00
C 2.7953 -0.1390 -0.7402 0.00
C 2.0282 -3.5267 -0.1366 0.00
C 1.3775 2.6293 0.3650 0.00
C -1.6228 2.0051 -5.8533 0.00
C -0.3741 2.7421 -1.8291 0.00
C -0.4856 1.3393 -5.3557 0.00
C -1.6935 3.2985 -3.8121 0.00
C -2.5681 1.7170 -0.0309 0.00
C -2.1862 -1.6900 0.0300 0.00
C 2.8483 -4.5215 0.4252 0.00
C 3.4538 3.8664 0.2350 0.00
C 2.7901 -2.0110 1.4167 0.01
C 1.1336 3.2160 1.6027 0.00
C 3.6042 -2.9275 2.0250 0.01
C -3.3898 -1.8941 0.9369 0.00
C 0.3743 -3.2738 -2.0744 0.00
C -1.2965 1.4917 0.5048 0.00
C -1.7156 4.7845 -1.9124 0.00
C -0.8390 3.9025 -1.2557 0.00
C -1.2009 1.1830 1.8623 0.00
C -2.1730 3.0059 -5.1132 0.00
C -2.3290 1.1539 2.6740 0.00
C 2.0555 4.0911 2.1664 0.00
C -0.6868 -1.4090 -2.8443 0.00
C 1.5820 -0.0236 4.6690 0.02
C -0.0116 1.5988 -4.0975 0.00
C -2.2000 4.4352 -3.1349 0.00
C -0.2661 -4.0720 -3.0349 0.00
C 3.6046 0.8514 5.4970 0.01
C -0.7838 -3.0044 1.4523 0.00
C -0.6739 2.5021 -3.2137 0.00
C -3.5816 1.4103 2.1338 0.00
H -0.2310 0.9795 2.3018 0.00
H -2.0478 5.6843 -1.4132 0.00
H 4.2066 -2.6364 2.8726 0.00
H 4.3405 4.1419 -0.3212 0.00
H -4.3250 -1.9489 0.3818 0.00
H 0.0591 0.6655 -6.0036 0.00
H 3.2548 0.9031 6.5256 0.00
H 4.2714 -4.9813 1.9415 0.00
H -0.8326 -0.3447 -2.7319 0.00
H 4.8890 0.2114 -1.1351 0.00
H -1.6381 -4.0698 -4.6690 0.00
H 0.1610 -3.0438 1.9910 0.01
H 0.2179 3.0201 2.1440 0.00
H -3.2618 -3.9698 1.0216 0.00
H -3.4588 -1.1050 1.6861 0.00
H -2.0423 -1.5893 -4.4802 0.00
H 3.4713 1.8067 4.9931 0.00
H -0.0623 -5.1340 -3.0835 0.00
H -1.8533 -4.2192 2.9235 0.00
H -4.0088 -3.3283 2.3314 0.00
H -0.8629 -0.9613 1.4106 0.00
H -0.5889 4.1229 -0.2259 0.00
H 1.8425 4.5388 3.1287 0.00
H -2.9456 5.0414 -3.6341 0.00
H -2.2168 0.9488 3.7318 0.00
H -2.9728 3.6165 -5.5127 0.00
H -4.4596 1.4189 2.7670 0.00
H -2.1665 -2.4580 -0.7513 0.00
H -1.9853 1.7801 -6.8468 0.00
H -2.2975 -0.7281 -0.4672 0.00
H 2.7170 2.6057 -1.3167 0.00
H 1.3737 -4.8981 -1.4353 0.00
H -4.6701 1.8728 0.3417 0.00
H 2.8560 -5.5135 -0.0075 0.00
H -0.7613 -3.8052 0.7042 0.00
H -2.6832 1.9538 -1.0811 0.00
H 2.7415 -0.9879 1.7579 0.00
H -1.9646 -2.4652 3.1928 0.00
H 4.6396 0.5330 5.4573 0.00
H 3.9295 5.1058 1.9243 0.00
```

Its total energy is -128752.5286 eV. Its orbital gap (alpha / beta) is 6.733 / 4.682 eV. The charge is +2. As for the spin multiplicity: 2. Its expectation value of S² is 0.756.


No. 3
2 unconnected molecules or ions with the total composition CH2N2OS2. Source: the Open Molecules 2025 dataset; level of theory: ωB97M-V with the def2-TZVPD basis set.

```
8
Properties=species:S:1:pos:R:3:lowdin_charge:R:1
S 1.6842 1.8626 -0.5039 0.32
S 0.3016 0.6765 0.2138 0.45
O -1.8150 -0.0430 -1.5320 -0.25
N 0.9221 -2.1158 -0.3170 0.15
N -0.0219 0.4571 1.6734 -0.25
C 0.6105 -1.0360 -0.1035 -0.43
H -0.2839 1.0322 2.4803 0.07
H -1.3977 -0.8336 -1.9112 -0.06
```

Its total energy is -27760.0272 eV. Its orbital gap (alpha / beta) is 5.661 / 5.673 eV. For the energy above the lowest of the compared OMol25 structures with the same formula, charge and spin, the calculation gives 604.2 kJ/mol.


F_max, record by record: 1.54, 0.55, 2.02 eV Å⁻¹